(1)
Below is C4H7NO as an isolated structure, with properties calculated with ωB97M-V with the def2-TZVPD basis set.

Structure (ORCA input):
```
! RIJCOSX wB97M-V def2-TZVPD def2/J DEFGRID3
* xyz 0 1
O -1.3240 -0.4144 1.3644
C -1.0001 0.1537 -0.3115
C -0.1834 1.2673 0.0846
N 0.9827 0.7693 -0.7594
C 1.4229 -0.4485 -0.1195
C 0.1898 -0.4861 -0.9553
H -0.8532 -1.2490 1.5383
H -2.0176 0.0775 -0.6837
H -0.5775 0.4534 1.3889
H -0.4564 2.3116 -0.0316
H 1.3612 -0.5230 0.9661
H 2.3020 -0.9028 -0.5743
H 0.1537 -1.0090 -1.9071
*
```

Calculated values
LUMO energy = 0.83 eV
Energy above the lowest of the compared OMol25 structures with the same formula, charge and spin = 147.13 kcal/mol
HOMO level = -0.292 Eh
HOMO-LUMO gap = 0.3220 hartree

(2)
Below is a 2-piece molecular cluster, C4H7NO overall, with properties calculated with ωB97M-V with the def2-TZVPD basis set.

Structure (ORCA input):
```
! RIJCOSX wB97M-V def2-TZVPD def2/J DEFGRID3
* xyz 0 1
O 2.8474 -1.6742 -0.3915
C 1.7705 -1.1508 -0.4782
N 1.0868 -0.6137 0.6387
C -0.0404 -0.1171 0.3408
C -1.3252 0.2395 0.9065
C -1.1565 -0.0584 -0.6089
H 1.2293 -1.0647 -1.4462
H -1.7004 -0.5107 1.5959
H -1.5969 1.2658 1.1472
H -1.3154 0.8073 -1.2525
H -1.4531 -1.0068 -1.0476
H 1.1204 1.7451 0.4134
H 0.5333 2.1387 0.1826
*
```

Calculated values
LUMO energy = 0.07 eV
Energy above the lowest of the compared OMol25 structures with the same formula, charge and spin = 90.59 kcal/mol
HOMO level = -0.359 Eh
SMILES = O=CN=C1CC1.[H][H]
HOMO-LUMO gap = 0.3611 hartree

(3)
Below is a 2-piece molecular cluster, C4H7NO overall in a non-equilibrium geometry, with properties calculated with ωB97M-V with the def2-TZVPD basis set.

Structure (ORCA input):
```
! RIJCOSX wB97M-V def2-TZVPD def2/J DEFGRID3
* xyz 0 1
C -1.1301 -1.7545 0.9150
O 0.1416 -1.1448 1.1686
C 0.5448 -0.2113 0.3048
C 0.8716 2.0108 -0.1043
C 1.2898 1.4257 -1.3266
N 1.5201 0.6034 -2.1226
H -1.2008 -2.1194 -0.1188
H -1.2152 -2.6098 1.5898
H -1.9278 -1.0373 1.1138
H 1.6190 -0.1854 0.2564
H -0.1144 -0.0709 -0.5335
H 1.6894 2.5036 0.4333
H 0.0177 2.6873 -0.2120
*
```

Calculated values
LUMO energy = 0.34 eV
Energy above the lowest of the compared OMol25 structures with the same formula, charge and spin = 104.52 kcal/mol
HOMO level = -0.323 Eh
HOMO-LUMO gap = 0.3358 hartree